Record 1
The following is a DFT calculation (ωB97M-V/def2-TZVPD) of a single C4H6N2O molecule.

## Properties
Lowest unoccupied orbital energy   0.93 eV
Kohn-Sham gap   9.74 eV
Structure (SMILES)   Cc1cc(N)on1
F_max   0.44 eV/A

Each line ends with the natural charge from an NBO analysis.
Positions of all 13 atoms, in Å:
C: -2.3027 0.2536 -0.1222  -0.643
C: -0.8399 -0.0279 -0.2533  0.172
C: 0.2292 0.4292 0.5688  -0.433
C: 1.3134 -0.2111 0.0515  0.489
N: 2.6427 -0.2816 0.4254  -0.820
O: 0.9485 -0.9594 -0.9979  -0.310
N: -0.4254 -0.8550 -1.1794  -0.158
H: -2.8461 -0.2516 -0.9243  0.237
H: -2.6734 -0.1215 0.8378  0.225
H: -2.5142 1.3262 -0.1680  0.223
H: 0.1876 1.0721 1.4353  0.235
H: 3.1294 0.6034 0.4301  0.390
H: 3.1510 -0.9766 -0.1040  0.392

Record 2
The following is a DFT calculation (ωB97M-V/def2-TZVPD) of a single C7H8BrI molecule at a distorted geometry.

## Properties
Lowest unoccupied orbital energy   -0.07 eV
Kohn-Sham gap   8.54 eV
Structure (SMILES)   C[C@]1(I)C=C(Br)C=CC1
F_max   3.91 eV/A

Each line ends with the natural charge from an NBO analysis.
Positions of all 17 atoms, in Å:
C: 0.1408 0.9143 -2.0379  -0.631
C: 0.0219 -0.0651 -0.8461  -0.034
I: -0.2559 -2.1366 -1.6182  0.013
C: -1.2085 0.2896 0.0114  -0.255
C: -1.3036 0.0384 1.3565  -0.048
Br: -2.9471 0.1871 2.3392  0.066
C: -0.1716 -0.5805 2.0640  -0.288
C: 1.0172 -0.5970 1.4239  -0.096
C: 1.1853 -0.1055 0.0306  -0.541
H: 0.4245 1.7981 -1.4931  0.218
H: -0.8069 1.1697 -2.4455  0.220
H: 0.7966 0.5178 -2.9009  0.236
H: -2.0351 0.6148 -0.4540  0.210
H: -0.4700 -1.0935 2.9421  0.231
H: 1.9924 -1.1053 1.7604  0.220
H: 1.6230 0.8893 0.1514  0.237
H: 1.9967 -0.7354 -0.2838  0.242

Record 3
The following is a DFT calculation (ωB97M-V/def2-TZVPD) of a molecular structure, C7H19LiO4 at a distorted geometry.

## Properties
Lowest unoccupied orbital energy   -0.13 eV
Kohn-Sham gap   6.36 eV
F_max   3.14 eV/A

Each line ends with the natural charge from an NBO analysis.
Positions of all 31 atoms, in Å:
Li: 0.4707 0.6283 0.0871  0.885
C: -0.3051 -0.5830 -3.6148  -0.623
C: 0.0000 -1.1374 -2.2342  -0.048
O: 1.0854 -0.5833 -1.5318  -1.026
H: -1.1958 -1.0349 -4.0514  0.186
H: 0.5156 -0.8440 -4.2831  0.196
H: -0.4530 0.4969 -3.6152  0.173
H: 0.1099 -2.2206 -2.2860  0.118
H: -0.9523 -1.0247 -1.7160  0.083
C: 1.2742 -2.1527 2.9121  -0.625
C: 0.4368 -1.6448 1.7777  0.050
C: -0.9905 -1.9284 1.9424  -0.631
O: 0.6854 -0.2837 1.8511  -0.745
H: 1.2036 -3.2393 2.9617  0.207
H: 1.0268 -1.8047 3.9150  0.192
H: 2.3372 -1.9180 2.8561  0.223
H: 0.7628 -2.0784 0.8323  0.233
H: -1.5617 -1.6213 1.0663  0.227
H: -1.3679 -1.4998 2.8708  0.191
H: -1.1991 -2.9979 1.9151  0.224
H: 0.3428 0.0330 2.6901  0.472
C: 0.2597 3.2573 -0.2880  -0.100
C: -0.8258 2.4614 -1.0490  -0.131
O: -1.3455 1.4540 -0.2331  -0.731
O: 1.3206 2.4416 0.2907  -0.748
H: -0.1801 3.9395 0.4395  0.164
H: 0.8148 3.9139 -0.9579  0.184
H: -0.3003 2.0625 -1.9167  0.218
H: -1.5137 3.1642 -1.5190  0.195
H: -2.2385 1.7413 -0.0290  0.495
H: 1.7831 3.0031 0.9171  0.490

Record 4
The following is a DFT calculation (ωB97M-V/def2-TZVPD) of a molecular structure, BrH2IO2Si at a distorted geometry.

## Properties
Lowest unoccupied orbital energy   -0.46 eV
Kohn-Sham gap   9.62 eV
F_max   4.87 eV/A

Each line ends with the natural charge from an NBO analysis.
Positions of all 7 atoms, in Å:
O: 0.5769 0.9120 1.2019  -1.115
O: -1.4994 -0.5692 -0.5024  -1.057
Si: 0.5891 0.1232 -0.2205  1.555
Br: 0.7574 1.4497 -1.9082  -0.234
I: 1.7932 -2.0152 -0.2842  -0.135
H: -0.4081 1.0836 1.4322  0.534
H: -1.8091 -0.9841 0.2812  0.451

Record 5
The following is a DFT calculation (ωB97M-V/def2-TZVPD) of 3 unconnected molecules or ions with the total composition C8H17NO at a distorted geometry.

## Properties
Lowest unoccupied orbital energy   0.76 eV
Kohn-Sham gap   9.92 eV
Structure (SMILES)   C=C(C)C.C=CC.NC=O
F_max   1.95 eV/A

Each line ends with the natural charge from an NBO analysis.
Positions of all 27 atoms, in Å:
C: -1.6337 -1.5138 -0.0703  -0.449
C: -1.9348 -0.2233 -0.2474  0.038
C: -2.0237 0.3976 -1.6088  -0.651
C: -2.3199 0.6737 0.8921  -0.650
H: -1.4847 -2.1733 -0.9120  0.206
H: -1.7733 -1.9947 0.8871  0.199
H: -3.0695 0.5957 -1.8563  0.223
H: -1.4958 1.3520 -1.6354  0.216
H: -1.6087 -0.2606 -2.3679  0.220
H: -2.3752 0.1233 1.8313  0.211
H: -3.2884 1.1190 0.7126  0.221
H: -1.5943 1.4867 1.0003  0.217
C: 2.0756 1.6186 0.5014  -0.406
C: 1.3530 0.9107 -0.3475  -0.167
C: 1.8200 0.4593 -1.6896  -0.653
H: 1.7025 1.9235 1.4660  0.188
H: 3.0953 1.8943 0.2822  0.191
H: 0.3073 0.6909 -0.1296  0.189
H: 2.8440 0.7769 -1.8742  0.214
H: 1.7799 -0.6281 -1.7518  0.232
H: 1.1760 0.8639 -2.4723  0.210
N: 1.3488 -1.1112 2.2110  -0.828
C: 1.4808 -1.6139 0.9661  0.529
O: 2.5129 -1.9933 0.4814  -0.614
H: 2.1841 -0.8827 2.7279  0.397
H: 0.4715 -0.7358 2.5247  0.391
H: 0.4503 -1.7556 0.4788  0.125

Record 6
The following is a DFT calculation (ωB97M-V/def2-TZVPD) of a gas-phase ion, C12H11N2O (charge +1) at a distorted geometry.

## Properties
Lowest unoccupied orbital energy (alpha / beta)   -4.25 / -4.25 eV
Kohn-Sham gap (alpha / beta)   6.27 / 6.27 eV
Charge   +1
Structure (SMILES)   N=C=[NH+]C[C@@H]1C/C1=c1/ccccc1=C=O
F_max   5.49 eV/A

Each line ends with the natural charge from an NBO analysis.
Positions of all 26 atoms, in Å:
N: 1.2738 1.5851 -1.7306  -0.495
C: 1.9879 0.9387 -1.0162  0.779
N: 2.6863 0.2057 -0.2553  -0.553
C: 2.6318 -1.1919 -0.0648  -0.226
C: 1.3891 -1.5631 0.8033  -0.240
C: 0.2729 -2.4594 0.0487  -0.394
C: 0.0971 -1.0727 0.5078  -0.084
C: -0.7864 -0.0731 0.4646  -0.024
C: -0.4372 1.1854 1.0526  -0.195
C: -1.1392 2.3318 0.7863  -0.226
C: -2.3516 2.2453 0.0297  -0.286
C: -2.8224 1.0507 -0.4157  -0.107
C: -2.0335 -0.1652 -0.2088  -0.407
C: -2.5966 -1.3324 -0.4798  0.832
O: -3.0074 -2.3388 -0.8110  -0.362
H: 0.6004 2.2847 -1.4948  0.470
H: 3.3540 0.7542 0.3106  0.464
H: 3.5714 -1.4688 0.3215  0.243
H: 2.5294 -1.6682 -1.0035  0.228
H: 1.6574 -2.0683 1.6685  0.238
H: 0.4715 -2.5303 -0.9337  0.197
H: -0.1739 -3.2170 0.5016  0.222
H: 0.5953 1.3673 1.5196  0.210
H: -1.0631 3.1569 1.5022  0.242
H: -3.0395 3.1717 -0.0564  0.246
H: -3.6675 0.8717 -1.0463  0.230